[1]
25
Properties=species:S:1:pos:R:3:forces:R:3:lowdin_charge:R:1 method="wB97M-V/def2-TZVPD" charge=0 e_above_lowest_kcal_mol=61.0 gap_ev=10.8325 lumo_energy_ev=0.9 spin_multiplicity=1 smiles=CC(C)C.CCC
C -2.334298 -1.342992 0.816658 2.398 -0.905 0.963 -0.0603
C -0.821274 -0.854823 1.007250 -2.542 -0.144 -1.541 -0.4933
C -0.752906 0.284377 2.009566 3.621 1.955 -4.811 -0.0673
C 0.196138 -1.940491 1.225790 0.923 -2.696 -0.466 -0.1018
H -2.605819 -2.049892 1.632381 -0.487 0.866 -0.528 0.0895
H -2.422835 -1.817365 -0.124406 0.390 -1.557 -0.921 0.0459
H -2.955385 -0.533460 0.535885 -0.945 1.295 1.133 0.0541
H -0.620365 -0.549047 -0.016447 -0.169 0.495 0.398 0.0604
H -1.052101 -0.055454 2.889329 -1.250 -1.114 4.146 0.0232
H 0.366633 0.485646 1.981260 -1.131 0.168 0.871 0.0876
H -1.202829 1.263734 1.716507 -0.121 -1.045 0.124 0.0979
H -0.200067 -2.985148 0.914411 0.530 1.637 0.733 0.1067
H 1.183227 -1.887148 0.699059 -1.007 0.641 -0.580 0.0792
H 0.660516 -2.001426 2.199575 -0.798 -0.171 0.995 0.0599
C 0.726873 0.858730 -2.818627 2.412 0.820 -0.290 -0.1363
C 0.581099 1.276414 -1.351976 2.561 -2.683 2.703 -0.2905
C 1.880890 1.843140 -0.551463 1.712 -0.762 -4.366 -0.1118
H 1.224892 -0.102785 -2.938681 -0.043 -0.252 0.423 0.0563
H -0.236651 0.738162 -3.247721 -0.786 0.220 -0.738 0.0425
H 1.448942 1.513682 -3.468562 -1.742 -0.550 1.211 0.1032
H -0.263188 1.883563 -1.158869 -0.801 0.910 -0.013 0.0696
H 0.383582 0.296513 -0.634999 0.533 2.554 -2.545 0.0989
H 2.284160 2.868628 -0.938568 -1.293 -1.395 1.398 0.0860
H 1.696629 1.615852 0.466487 0.106 0.858 1.150 0.0070
H 2.834139 1.191598 -0.843831 -2.070 0.853 0.554 0.0937

[2]
83
Properties=species:S:1:pos:R:3:forces:R:3:lowdin_charge:R:1 method="wB97M-V/def2-TZVPD" charge=0 gap_ev=6.5446 lumo_energy_ev=-1.9 spin_multiplicity=1 smiles="Cc1cccc(Cc2cc(CCO)c3nsnc3c2N=C=O)c1.CCOCC.CCOCC.CCOCC"
C 6.067000 1.947160 -1.794700 -0.101 0.678 -0.719 -0.1234
C 5.305563 3.226305 -1.082149 -1.983 2.701 1.519 -0.1737
C 5.758678 3.898501 0.357681 -3.714 1.374 -2.840 -0.0298
C 4.851891 5.172700 0.902593 -0.981 -1.352 -2.626 -0.0749
C 3.527471 5.781780 0.130893 1.952 -3.284 -1.915 -0.0394
C 3.056590 5.091982 -1.309620 3.476 -1.539 2.314 -0.1354
C 1.720746 5.601356 -2.170364 0.829 -0.750 0.890 -0.1496
C 0.403970 4.604483 -1.913353 -2.432 -3.417 -0.640 -0.0428
C -0.784208 4.992586 -0.804477 -1.777 -3.404 -1.053 0.0375
C -2.088315 4.046715 -0.501571 2.862 0.142 -1.893 -0.0772
C -3.272248 4.328631 0.596605 -0.759 -0.481 -0.517 -0.1651
C -3.770713 5.888948 0.696840 -0.128 -1.117 -0.331 -0.2418
O -3.221067 6.477577 1.937550 1.161 -1.307 -1.670 -0.1452
C -2.221625 2.654680 -1.403457 0.154 -3.028 -1.914 -0.1508
N -3.276271 1.570214 -1.391830 2.713 2.307 -0.297 -0.3179
S -3.004811 0.227356 -2.512090 3.770 6.508 1.647 0.8839
N -1.512563 0.877835 -3.159955 0.695 3.542 2.303 -0.3195
C -1.111434 2.185688 -2.514717 -2.239 -0.497 1.184 -0.1652
C 0.203725 3.162406 -2.736647 -1.386 1.680 1.905 -0.0995
N 1.230733 2.650034 -3.767986 0.689 -5.694 4.839 0.0759
C 1.697534 1.462907 -3.188997 5.158 0.955 3.273 -0.0490
O 2.542685 0.666031 -2.477170 -7.312 5.992 -6.235 -0.0051
C 3.997477 3.851127 -1.855263 0.557 1.426 2.764 0.0007
H 7.187726 1.821508 -1.482599 -2.204 0.497 -0.348 0.0761
H 5.537205 0.917008 -1.628015 0.767 2.144 -0.123 0.0779
H 6.069157 2.153650 -2.970540 -0.055 -0.460 2.601 0.0900
H 6.702720 3.465194 0.922740 -2.296 1.190 -1.195 0.0909
H 5.142710 5.673616 1.927395 -0.602 -1.144 -2.333 0.0766
H 2.915900 6.706074 0.568123 1.608 -2.304 -0.962 0.0886
H 2.059498 5.631094 -3.290261 -0.996 -0.244 2.096 0.1175
H 1.506025 6.701438 -1.816705 0.112 -2.307 -0.690 0.1129
H -0.655726 6.007296 -0.216997 -0.339 -2.331 -1.308 0.1033
H -4.226772 3.689713 0.271128 2.325 1.199 0.498 0.1209
H -3.011223 3.938501 1.691333 -0.260 0.858 -2.421 0.1358
H -4.964082 5.877257 0.730823 2.775 0.284 0.253 0.1372
H -3.437713 6.445808 -0.279300 -0.558 -0.823 1.940 0.1207
H -2.281633 6.095392 2.009848 -2.118 0.952 -0.104 0.1026
H 3.702842 3.377611 -2.883682 0.641 0.975 2.166 0.0765
C -1.036949 -3.447200 2.473302 -0.099 0.129 0.069 -0.0852
C -0.518985 -4.286323 1.318685 -0.095 0.045 -0.124 -0.2843
O -1.259379 -4.111203 0.111038 -0.026 -0.093 0.032 -0.1694
C -1.285909 -2.792422 -0.428666 0.077 -0.094 -0.058 -0.2825
C 0.089034 -2.251476 -0.777699 0.176 -0.009 0.037 -0.0708
H -2.091136 -3.671901 2.667968 0.139 -0.029 -0.014 0.0829
H -0.460492 -3.651462 3.381649 -0.079 0.007 -0.124 0.0807
H -0.964708 -2.377551 2.264844 0.089 -0.031 0.048 0.0599
H -0.604491 -5.344938 1.585965 -0.105 0.107 -0.247 0.1166
H 0.545838 -4.100140 1.138928 -0.015 0.090 0.043 0.1063
H -1.817558 -2.117510 0.248844 0.050 0.084 0.068 0.1008
H -1.886578 -2.842125 -1.345206 0.044 -0.230 0.218 0.1084
H 0.730080 -2.167915 0.103634 -0.064 0.090 -0.050 0.0705
H 0.005775 -1.256294 -1.226393 -0.001 -0.119 0.024 0.0619
H 0.594228 -2.916169 -1.487204 -0.102 0.106 0.053 0.0773
C -4.540950 0.293356 3.326503 -0.156 0.033 0.021 -0.0786
C -3.095289 0.149391 3.767969 -0.018 0.064 0.121 -0.2764
O -2.826467 0.742586 5.038055 0.052 0.037 -0.049 -0.1643
C -3.559986 0.225607 6.145236 0.119 0.032 0.005 -0.2794
C -3.325125 -1.253957 6.391498 0.076 -0.183 -0.084 -0.0830
H -4.828055 1.349811 3.292311 0.069 -0.126 -0.035 0.0799
H -4.680647 -0.141223 2.331141 0.045 0.078 0.117 0.0771
H -5.228332 -0.209320 4.010349 0.031 -0.053 -0.078 0.0655
H -2.452692 0.660296 3.043083 0.023 0.040 0.275 0.1171
H -2.782977 -0.900984 3.768299 -0.091 -0.023 0.006 0.0939
H -4.625650 0.443990 6.027572 -0.055 -0.086 -0.034 0.1044
H -3.228264 0.785406 7.028358 0.059 0.039 -0.325 0.1195
H -3.650305 -1.864758 5.545418 -0.062 0.021 0.092 0.0637
H -3.877551 -1.586717 7.276226 0.080 0.070 -0.102 0.0780
H -2.258942 -1.452642 6.547105 -0.153 0.059 0.021 0.0826
C 0.539594 -6.613885 -1.743290 -0.084 0.062 -0.049 -0.0757
C 1.696744 -7.487465 -2.194304 -0.066 0.011 -0.109 -0.2749
O 1.695237 -7.754517 -3.596425 0.022 -0.063 -0.006 -0.1644
C 1.786062 -6.621301 -4.455925 0.047 -0.124 0.001 -0.2806
C 3.051134 -5.806449 -4.254626 0.165 0.043 0.128 -0.0849
H -0.416633 -7.073373 -2.015683 0.135 0.042 0.083 0.0885
H 0.566647 -6.476168 -0.657278 -0.024 -0.013 -0.160 0.0711
H 0.569983 -5.625329 -2.206599 0.023 -0.001 0.123 0.0585
H 1.622563 -8.457890 -1.692120 0.043 0.031 -0.296 0.1183
H 2.659026 -7.058574 -1.892821 -0.040 0.079 -0.001 0.1048
H 0.892428 -5.998050 -4.355165 0.018 0.091 0.064 0.1041
H 1.776517 -7.006726 -5.482900 -0.048 -0.146 0.290 0.1188
H 3.108717 -5.384937 -3.247808 -0.042 0.055 -0.094 0.0634
H 3.088733 -4.976352 -4.967489 -0.016 -0.124 0.070 0.0772
H 3.938269 -6.433360 -4.397485 -0.141 0.081 -0.030 0.0823

[3]
81
Properties=species:S:1:pos:R:3:forces:R:3:lowdin_charge:R:1 method="wB97M-V/def2-TZVPD" charge=+3 e_above_lowest_kcal_mol=13.1 gap_ev=5.1134 lumo_energy_ev=-10.8 spin_multiplicity=1
Ce 0.762819 0.388869 0.753883 -0.743 -0.376 -0.273 0.9909
O 3.764111 0.204295 2.733758 -0.180 0.182 0.229 0.1834
C 2.589666 -0.023810 2.828665 0.225 0.105 0.593 -0.4513
N 1.508213 0.911290 2.797770 0.586 0.025 -1.317 -0.0084
C 1.761775 2.322667 2.900891 0.039 -0.135 0.192 -0.4081
O 2.782150 2.850018 3.226439 -0.150 -0.236 0.103 0.2008
C 0.530132 3.102312 2.524838 -0.076 0.000 -0.034 -0.1897
C 0.286504 4.347636 3.059579 -0.012 0.063 0.014 0.0598
C -0.882083 5.001737 2.688615 0.016 0.048 0.041 0.0259
C -1.740158 4.397083 1.781763 -0.072 0.027 -0.022 0.0052
C -1.404691 3.163936 1.259030 0.022 -0.079 -0.034 -0.1039
N -0.289596 2.518511 1.627303 0.364 -0.469 0.080 -0.0319
C 2.076469 -1.441776 2.909829 -0.005 0.003 -0.055 -0.1902
C 2.606736 -2.324732 3.824291 0.052 -0.073 -0.020 0.0536
C 2.053959 -3.596475 3.895196 0.022 -0.032 0.053 0.0233
C 1.014899 -3.928725 3.039295 -0.021 -0.068 -0.007 0.0089
C 0.564818 -2.996599 2.126890 0.114 0.103 -0.077 -0.0754
N 1.089852 -1.763221 2.044739 -0.042 0.524 0.371 0.0133
H 0.993831 4.773801 3.758255 -0.010 0.002 -0.004 0.1466
H -1.123412 5.970708 3.106391 0.015 -0.011 -0.003 0.1381
H -2.662465 4.872124 1.476588 0.022 0.008 0.018 0.1313
H -2.039853 2.673810 0.530384 -0.005 -0.008 -0.003 0.1126
H 3.413983 -2.011253 4.472539 -0.014 0.007 -0.012 0.1469
H 2.420332 -4.314461 4.617909 0.007 0.018 -0.013 0.1382
H 0.548621 -4.903973 3.073638 0.021 0.015 0.015 0.1318
H -0.231362 -3.229161 1.440587 -0.055 -0.006 -0.007 0.0954
I 0.047324 2.057747 -1.961915 0.452 -0.115 0.194 1.3249
C -1.961782 1.937755 -2.524472 -0.176 0.107 0.054 -0.5681
C -2.494803 3.148879 -2.876795 -0.265 -0.147 -0.096 -0.1334
C -3.699193 3.183139 -3.612063 0.043 -0.062 0.021 -0.0266
C -4.237566 2.013441 -4.068339 -0.006 0.115 0.002 0.0175
C -3.664279 0.762410 -3.735162 -0.115 -0.193 -0.171 -0.1335
C -4.145097 -0.433623 -4.341879 0.049 0.061 0.064 0.0312
C -3.546996 -1.637594 -4.101947 0.034 0.117 -0.079 -0.0245
C -2.533717 -1.718179 -3.128401 -0.189 0.131 0.165 -0.0639
C -2.109297 -0.595130 -2.444189 0.120 -0.268 -0.232 -0.3058
P -1.353415 -0.928129 -0.849565 0.247 0.418 0.151 1.0062
C -0.242705 -2.316768 -1.078262 0.081 -0.410 0.075 -0.3873
C 1.075585 -2.053140 -1.465838 -0.127 0.094 0.016 -0.1270
C 1.967615 -3.087853 -1.701377 -0.068 -0.257 0.106 -0.0452
C 1.543630 -4.401871 -1.542198 -0.088 0.006 0.020 -0.0148
C 0.234584 -4.676321 -1.140009 0.213 -0.014 -0.017 -0.0240
C -0.651953 -3.643662 -0.888342 0.087 0.132 -0.169 -0.0877
C -2.635166 -1.462183 0.292336 -0.226 -0.045 0.071 -0.3459
C -2.377344 -1.318136 1.660466 -0.144 0.149 -0.299 -0.1190
C -3.229241 -1.838448 2.616233 -0.175 -0.051 -0.091 -0.0382
C -4.374702 -2.509399 2.197859 0.022 0.000 -0.073 -0.0218
C -4.666704 -2.623729 0.840979 -0.051 0.019 0.139 -0.0275
C -3.813027 -2.094334 -0.114810 0.159 -0.028 0.115 -0.0523
C -2.558762 0.695967 -2.851684 -0.086 0.058 -0.035 -0.2141
H -1.985642 4.074982 -2.647138 0.021 0.005 -0.004 0.1028
H -4.137557 4.137016 -3.872879 0.007 -0.027 0.007 0.1281
H -5.105574 2.027647 -4.716418 0.030 0.003 0.010 0.1362
H -4.971358 -0.362464 -5.039620 0.008 0.013 0.045 0.1370
H -3.872839 -2.534623 -4.610871 0.006 0.034 -0.022 0.1280
H -2.146909 -2.697233 -2.869490 -0.008 0.046 0.027 0.1124
H 1.406908 -1.036166 -1.653313 -0.051 0.149 -0.177 0.0684
H 2.975553 -2.879296 -2.035329 -0.004 -0.009 -0.025 0.1172
H 2.227551 -5.217381 -1.740433 -0.028 0.014 -0.004 0.1277
H -0.092986 -5.702172 -1.029517 0.033 0.007 0.000 0.1290
H -1.662255 -3.868921 -0.564962 0.004 0.047 -0.016 0.1220
H -1.532684 -0.727116 1.988937 0.320 0.019 0.212 0.0657
H -3.020735 -1.705623 3.669095 -0.011 -0.008 0.003 0.1242
H -5.053979 -2.923688 2.931605 0.011 0.003 -0.021 0.1268
H -5.571037 -3.125299 0.522472 -0.006 0.012 0.038 0.1263
H -4.065108 -2.186783 -1.162101 0.030 0.007 -0.023 0.1075
N 5.113340 0.231610 -0.662051 0.041 0.112 -0.005 0.1946
C 3.986900 -0.394933 -0.349729 -0.051 0.058 0.004 -0.1038
N 2.974032 0.451535 -0.193119 -0.337 0.349 0.109 -0.0507
C 3.522520 1.738450 -0.394648 -0.196 -0.080 0.063 -0.2214
C 2.947190 3.005600 -0.297378 0.063 0.091 0.074 -0.0739
C 3.759243 4.092430 -0.553610 0.100 -0.049 0.000 -0.0255
C 5.112150 3.931521 -0.900938 -0.041 0.050 0.002 -0.0233
C 5.695337 2.684991 -0.979408 -0.020 0.014 0.043 0.0397
C 4.865366 1.604030 -0.707848 0.277 -0.264 -0.037 -0.1487
H 6.004743 -0.220916 -0.803157 0.033 0.007 -0.019 0.1920
H 3.927572 -1.464120 -0.222696 -0.032 -0.017 -0.011 0.1516
H 1.921143 3.177903 0.010397 -0.057 -0.029 -0.033 0.0555
H 3.354982 5.092291 -0.474307 -0.004 -0.009 -0.006 0.1252
H 5.713860 4.808391 -1.096595 -0.022 0.003 0.004 0.1279
H 6.742021 2.562871 -1.224612 -0.028 -0.009 -0.001 0.1349

[4]
8
Properties=species:S:1:pos:R:3:forces:R:3:lowdin_charge:R:1 method="wB97M-V/def2-TZVPD" charge=0 e_above_lowest_kcal_mol=71.4 gap_ev=9.8938 lumo_energy_ev=-0.8 spin_multiplicity=1
N 1.508305 0.851813 -0.028397 0.826 -0.750 -0.674 -0.4908
O 0.431933 0.825854 0.612330 -0.482 0.965 0.276 -0.0892
O 2.023682 1.700831 -0.650203 -0.257 1.247 -0.369 0.1259
O 0.950927 -1.775995 -0.297769 -0.594 -0.576 -1.245 -0.4275
O -2.097457 0.064019 0.063808 1.043 -0.092 -0.448 -0.0926
P 1.541242 -0.831026 0.617203 0.662 -0.737 2.053 0.9016
H -2.941231 -0.393233 0.141919 0.445 -0.391 -0.406 0.0357
H -1.417404 -0.442263 -0.458888 -1.644 0.334 0.812 0.0367

[5]
16
Properties=species:S:1:pos:R:3:forces:R:3:mulliken_spin:R:1 method="wB97M-V/def2-TZVPD" charge=0 e_above_lowest_kcal_mol=18.4 gap_ev="10.4056 / 6.8208" lumo_energy_ev="0.9 / -2.6" spin_multiplicity=2
C 2.356664 1.261546 -1.493357 0.836 0.518 -0.135 0.0011
O 1.083767 1.036964 -0.967347 -0.232 0.327 0.191 0.0374
H 2.343663 2.126665 -2.161986 -0.302 -0.070 -0.023 0.0029
H 3.112020 1.524588 -0.733362 -0.220 -0.219 0.069 0.0006
H 2.754658 0.425219 -2.077113 -0.153 -0.157 0.061 -0.0004
C -2.461628 -0.350617 0.968243 0.674 0.688 -0.088 0.0105
N -1.279915 -0.477323 0.115049 -0.274 -0.365 0.531 0.0615
C -0.192505 -1.149405 0.769509 -0.528 -0.012 -1.127 -0.0290
O 0.956762 -1.144740 0.073257 -0.075 -1.279 1.250 0.7350
H -2.659263 -1.308381 1.443647 -0.298 -0.036 -0.098 -0.0013
H -3.291947 0.005001 0.368841 -0.253 -0.330 -0.061 0.0009
H -2.314993 0.407158 1.750251 -0.023 -0.156 0.173 -0.0048
H -0.978929 0.400467 -0.267932 0.063 0.422 -0.241 -0.0011
H 0.033060 -0.727582 1.773172 0.192 -0.032 0.187 0.1095
H -0.532526 -2.185129 0.934265 0.283 -0.203 0.339 0.0795
H 1.071119 0.155576 -0.495144 0.310 0.904 -1.028 -0.0022

[6]
34
Properties=species:S:1:pos:R:3:forces:R:3:mulliken_spin:R:1 method="wB97M-V/def2-TZVPD" charge=+2 gap_ev="3.4456 / 3.5148" lumo_energy_ev="-6.6 / -6.7" spin_multiplicity=2
K 4.578487 0.204794 0.769871 -0.299 0.405 -0.014 0.1666
K 1.749927 -1.650926 3.883661 -0.128 0.151 -0.134 0.1475
K -0.457213 -1.546016 -3.339139 -1.172 0.016 0.687 0.0431
K 3.425717 -2.412326 -2.897359 -0.014 -0.045 0.224 0.3556
K 3.557677 -4.097956 1.077761 -0.106 0.034 -0.208 0.4291
C 0.447427 -0.112796 0.214641 -1.930 0.946 0.895 0.0437
C 1.341197 -1.285696 0.147281 0.241 0.839 -1.712 -0.0920
O 1.297437 -1.901216 -0.931869 0.458 -1.067 -1.217 -0.0914
O 2.186777 -1.499836 1.048811 0.790 -0.560 1.759 -0.0063
H 0.633657 0.701374 -0.485749 0.836 -0.073 0.073 0.0012
H 0.339027 0.280304 1.225501 0.270 0.264 0.001 0.0018
H -0.567763 -0.359506 -0.096179 -0.072 -0.560 0.065 -0.0017
C -2.324953 -3.195476 -0.743919 1.232 -0.773 1.016 -0.0026
C -3.659583 -2.936296 -1.313019 -3.581 1.082 -0.553 0.0009
O -4.576463 -3.773696 -1.182029 1.339 -0.169 0.245 0.0003
O -3.807183 -1.816766 -1.884819 1.180 0.443 -0.454 0.0006
H -1.820893 -3.757276 -1.530289 0.561 -0.343 0.224 0.0007
H -2.425193 -3.774526 0.174101 0.155 -0.506 -0.210 0.0011
H -1.753113 -2.314056 -0.453759 -0.033 0.354 -0.401 0.0012
O -1.800873 0.773034 -2.241069 0.826 -0.277 -0.345 0.0016
H -2.112453 1.161914 -1.423809 -0.454 -0.121 0.232 0.0000
H -1.501363 1.517874 -2.762369 -0.228 0.394 -0.196 0.0000
O 0.789097 3.185834 2.564441 0.369 -0.006 -0.135 -0.0001
H 0.415947 4.009354 2.878771 0.084 0.342 0.100 0.0001
H 0.061107 2.565114 2.595681 -0.509 -0.369 0.335 0.0003
O 1.696047 2.853724 -2.422039 0.125 -0.480 0.321 -0.0042
H 0.816107 2.639914 -2.732239 -0.215 0.050 -0.128 0.0013
H 1.685837 3.803994 -2.307549 0.104 0.429 -0.049 0.0008
O 2.641647 2.797804 0.690951 1.144 -0.814 -0.572 -0.0016
H 2.021617 2.833804 1.419311 -0.580 0.446 0.700 0.0030
H 2.092187 2.708904 -0.087779 -0.103 0.092 -0.463 -0.0001
O -1.345823 1.678054 3.485311 0.396 -0.060 -0.122 -0.0009
H -2.168443 1.989084 3.107431 -0.450 0.153 -0.037 0.0000
H -1.455623 0.729474 3.551471 -0.240 -0.215 0.075 0.0004

Calculated E in order - -277.4011; -2069.8111; -3118.0022; -698.1635; -325.4159; -3838.3987 a.u.